#a
# C27H41N2P2Pt

A structure of composition C27H41N2P2Pt (wB97M-V/def2-TZVPD, OMol25).

Element x y z (Å)
1 H -4.145 -1.611 2.983
2 C 3.442 -0.561 2.616
3 H 1.115 -5.244 0.749
4 C -0.927 3.564 -1.129
5 H -2.993 1.929 2.195
6 H 1.688 -1.819 -1.921
7 H 0.974 0.664 -2.447
8 N 0.021 1.678 0.086
9 C -3.379 -0.153 1.611
10 H 0.047 4.024 -1.236
11 C 0.139 -3.425 0.571
12 H -0.934 -1.434 -2.064
13 H -5.045 -1.025 -0.675
14 H 3.915 0.286 -1.640
15 H -3.551 -2.343 1.506
16 C 3.178 3.885 1.589
17 H 2.405 -0.579 2.962
18 H -2.093 0.714 3.133
19 H -1.580 -5.190 -0.757
20 C -0.530 -5.464 -0.669
21 H 2.948 -1.542 -3.122
22 H 3.868 0.414 2.850
23 H 2.361 0.840 -3.518
24 H 4.404 2.177 1.129
25 C -2.894 -1.243 -1.086
26 C -1.979 -1.243 -2.316
27 C -3.360 -1.551 2.229
28 H 3.387 -2.145 -1.532
29 H 5.144 -1.294 -0.342
30 N 0.173 -2.280 0.533
31 H -4.382 1.782 -0.941
32 H 0.006 -5.137 -1.558
33 C -2.296 1.600 -0.510
34 H 5.658 -1.290 1.334
35 C -1.044 2.289 -0.500
36 H -1.969 5.126 -2.144
37 H 3.191 -1.915 0.969
38 C 1.051 2.425 0.583
39 H -2.409 -1.739 2.731
40 H 2.154 1.974 -2.193
41 C 3.561 -0.895 1.124
42 H 4.012 4.452 1.984
43 H 3.993 -1.302 3.194
44 C -3.041 0.931 2.636
45 H -4.360 0.053 1.171
46 H -0.166 4.135 1.153
47 C -4.345 -1.006 -1.510
48 H -3.811 0.954 3.406
49 P -2.241 -0.073 0.182
50 C -2.046 4.165 -1.653
51 Pt 0.082 -0.338 0.316
52 C 2.349 1.830 0.657
53 H -2.823 -2.209 -0.577
54 C 2.034 0.928 -2.482
55 H -0.475 -5.173 1.496
56 H -2.297 -2.024 -3.007
57 C 0.094 -4.883 0.610
58 C -3.406 2.245 -0.987
59 C -3.283 3.528 -1.556
60 H -4.166 4.016 -1.951
61 H -4.645 -1.807 -2.187
62 C 5.003 -0.796 0.615
63 C 3.399 2.576 1.124
64 H -0.469 -6.549 -0.616
65 H 5.353 0.233 0.522
66 C 2.714 -1.470 -2.060
67 P 2.366 0.097 0.158
68 C 1.902 4.449 1.597
69 C 2.864 -0.014 -1.610
70 H 1.750 5.437 2.009
71 C 0.838 3.736 1.099
72 H -2.041 -0.293 -2.852
73 H -4.456 -0.074 -2.062

- gap between HOMO and LUMO (spin up / spin down) (eV) = 5.42 / 5.42
- total charge = +3
- E_HOMO (spin up / spin down) (eV) = -17.92 / -17.92

#b
# C27H41N2P2Pt

A structure of composition C27H41N2P2Pt (wB97M-V/def2-TZVPD, OMol25).

Element x y z (Å)
1 C -2.102 -0.003 2.056
2 H 4.803 2.559 -2.197
3 H -4.907 0.325 -1.443
4 C -3.203 -0.715 -0.577
5 H 4.250 -0.965 1.281
6 N 0.148 0.809 2.038
7 C 1.663 -1.887 0.694
8 C -4.695 -0.497 -0.763
9 C 0.863 5.863 0.240
10 C -2.825 -1.397 3.890
11 H 2.509 -1.387 -1.218
12 C -0.811 0.121 2.663
13 C -0.558 -0.605 3.858
14 Pt -0.163 1.233 -0.269
15 C -3.169 2.955 -0.925
16 H 1.770 5.922 0.855
17 H -5.126 -1.392 -1.212
18 H 1.430 7.531 -0.984
19 C 1.127 6.498 -1.136
20 H 1.932 5.984 -1.658
21 H 4.314 -2.354 0.206
22 C -4.616 2.330 1.053
23 C 4.482 2.026 -1.303
24 H 0.234 6.499 -1.755
25 H 4.709 2.676 -0.463
26 H -5.210 -0.341 0.182
27 C 2.737 2.167 4.250
28 H 5.081 1.123 -1.240
29 H -2.206 2.788 -1.429
30 C 4.083 -1.290 0.256
31 H 4.528 1.757 1.408
32 H 0.063 6.405 0.759
33 C 1.507 1.723 3.821
34 H -4.668 1.828 2.015
35 H 0.444 -0.606 4.259
36 H -1.387 -0.958 -1.753
37 H 1.835 -2.952 0.544
38 H 2.858 2.495 5.273
39 N 0.173 3.403 0.007
40 C 0.482 4.507 0.127
41 H 2.827 1.692 -3.587
42 C 2.628 1.041 -2.740
43 H -3.599 -1.986 4.355
44 H 0.624 -1.664 0.430
45 H -4.068 -0.831 2.248
46 H -5.338 1.882 0.377
47 C 2.634 -1.089 -0.171
48 C 3.821 2.182 3.378
49 H 4.779 2.546 3.716
50 P -2.368 0.664 0.385
51 H -4.912 3.368 1.210
52 H -2.807 -1.808 -2.393
53 C -3.210 2.329 0.469
54 H -3.961 2.560 -1.556
55 C 3.669 1.757 2.060
56 C -1.554 -1.336 4.457
57 H -2.552 2.893 1.148
58 C 1.327 1.264 2.494
59 C 2.993 1.746 -1.433
60 H -1.347 -1.882 5.365
61 H 3.210 0.133 -2.878
62 H 4.780 -0.781 -0.407
63 C -2.474 -0.893 -1.906
64 H 2.463 2.708 -1.387
65 H 1.559 0.791 -2.762
66 C 2.440 1.318 1.596
67 H 0.652 1.743 4.481
68 H -3.030 -1.599 0.050
69 H -2.684 -0.067 -2.581
70 C -3.085 -0.746 2.687
71 P 2.166 0.714 -0.106
72 H -3.325 4.029 -0.839
73 H 1.809 -1.674 1.752

- gap between HOMO and LUMO (spin up / spin down) (eV) = 4.75 / 4.83
- total charge = +3
- E_HOMO (spin up / spin down) (eV) = -17.17 / -17.19

Which one sits at the top of the stability order? #a does.

#a
# C6H14N3O

The ion C6H14N3O with charge +1 (wB97M-V/def2-TZVPD, OMol25).

Element x y z (Å)
1 H -0.916 -2.797 -0.348
2 C 1.879 1.578 -2.573
3 C -0.830 -1.155 1.313
4 H -1.922 0.024 -3.404
5 C -1.108 0.460 -2.913
6 C -1.461 -2.255 0.428
7 H 0.414 -0.688 2.921
8 H 2.537 1.163 -3.283
9 H -2.410 -1.816 0.107
10 N -0.891 0.237 -1.643
11 H -1.721 -2.975 1.322
12 C -0.910 0.575 -0.419
13 C 0.089 -1.604 2.394
14 H 0.733 -0.680 -0.126
15 H 1.699 0.837 -1.745
16 H -1.626 -0.482 1.701
17 N 0.581 2.078 -3.045
18 H 1.023 -2.129 2.026
19 H 0.389 0.264 1.077
20 O -0.350 1.142 -3.689
21 H -0.366 -2.229 3.173
22 H 2.357 2.427 -2.068
23 N -0.044 -0.296 0.410
24 H 0.681 2.847 -3.780

- gap between HOMO and LUMO (eV) = 9.29
- total charge = +1
- E_HOMO (eV) = -12.56

#b
# C6H14N3O

The ion C6H14N3O with charge +1 (wB97M-V/def2-TZVPD, OMol25).

Element x y z (Å)
1 N 1.852 0.272 0.294
2 H -0.285 -2.160 -0.394
3 C 0.740 -1.880 -0.366
4 H -3.577 -0.134 1.464
5 H -2.965 1.295 0.436
6 H 1.188 1.620 1.539
7 H -1.697 1.139 -1.284
8 H 3.738 -0.285 0.944
9 H 1.283 -2.542 0.259
10 H 0.995 2.197 -0.180
11 C 1.697 1.692 0.578
12 H 3.286 -1.171 -0.350
13 H 1.247 -2.027 -1.282
14 H 2.631 2.081 0.723
15 C -0.722 0.150 -0.009
16 N -3.559 -0.259 -0.707
17 O -1.690 -0.170 0.876
18 C 0.761 -0.354 0.002
19 C 3.170 -0.173 0.059
20 H -4.237 0.422 -1.062
21 H -3.953 -1.214 -0.508
22 N -0.759 0.886 -1.032
23 C -2.968 0.223 0.540
24 H 3.821 0.391 -0.537

- gap between HOMO and LUMO (eV) = 9.42
- structure (SMILES) = [H]/N=C(\OCN)C(C)=[N+](C)C
- total charge = +1
- E_HOMO (eV) = -13.42

Which one sits at the top of the stability order? #b does.